# 1
Formula: C15H28BrMoN5O3Se2
Source: OMol25
Level of theory: wB97M-V/def2-TZVPD

Each line ends with the Mulliken charge.
Geometry (Å):
Mo  1.848  -1.195  -0.015  0.725
O  6.838  0.639  -3.066  -0.405
C  5.750  0.169  -2.542  0.860
C  5.041  -0.956  -3.027  -0.593
C  3.909  -1.349  -2.388  -0.647
N  3.428  -0.692  -1.277  -0.162
C  4.133  0.387  -0.845  0.305
Br  3.335  1.142  0.701  -0.002
C  5.266  0.864  -1.401  -0.406
H  7.165  0.156  -3.843  0.368
H  5.387  -1.504  -3.895  0.418
H  3.342  -2.202  -2.734  0.499
H  5.799  1.722  -1.013  0.556
C  2.573  -2.200  3.355  -0.953
Se  3.311  -2.626  1.600  0.298
C  2.592  -4.438  1.356  -0.852
C  1.166  -4.446  0.855  -0.641
Se  1.091  -3.485  -0.856  0.324
C  -0.826  -3.480  -1.196  -1.025
H  3.099  -2.840  4.060  0.403
H  1.502  -2.377  3.363  0.348
H  2.809  -1.158  3.554  0.324
H  2.669  -4.926  2.328  0.479
H  3.286  -4.935  0.680  0.457
H  0.463  -3.961  1.528  0.368
H  0.828  -5.461  0.642  0.536
H  -1.098  -4.527  -1.317  0.444
H  -0.990  -2.947  -2.129  0.374
H  -1.351  -3.033  -0.357  0.322
N  0.323  0.325  -0.962  -0.693
C  -0.621  0.816  0.100  0.357
C  -1.965  1.328  -0.425  -0.851
C  -2.731  2.177  0.599  -0.811
C  -4.026  2.738  0.004  -0.954
N  -4.802  3.405  1.049  -0.104
C  -5.813  4.261  0.832  0.784
N  -6.456  4.793  1.864  -0.357
N  -6.171  4.587  -0.405  -0.313
C  -0.770  -0.375  1.031  0.002
O  -1.717  -0.888  1.486  -0.386
O  0.540  -0.950  1.235  -0.033
H  0.796  1.122  -1.383  0.360
H  -0.226  -0.090  -1.714  0.210
H  -0.092  1.589  0.664  0.388
H  -2.578  0.469  -0.712  0.438
H  -1.777  1.908  -1.333  0.498
H  -2.109  3.000  0.956  0.365
H  -2.981  1.555  1.464  0.480
H  -4.609  1.937  -0.459  0.422
H  -3.775  3.470  -0.766  0.431
H  -4.707  3.060  1.991  0.239
H  -6.181  4.606  2.813  0.200
H  -7.241  5.410  1.733  0.214
H  -5.776  4.138  -1.211  0.172
H  -6.898  5.264  -0.573  0.216

Computed properties:
Total charge: +4
Energy relative to the best compared isomer or geometry (same formula, charge and spin), kcal per mole: 0.0

***

# 2
Formula: C15H28Ca2F8N4O28S8
Source: OMol25
Level of theory: wB97M-V/def2-TZVPD

Each line ends with the Mulliken charge.
Geometry (Å):
Ca  -0.611  1.095  -2.638  2.234
Ca  1.309  -4.267  -1.006  1.484
N  2.726  4.472  3.896  -0.521
S  1.084  4.552  4.138  1.027
O  0.550  3.714  5.159  -0.536
O  0.278  4.896  3.008  -0.471
F  1.161  5.951  4.919  -0.336
S  2.721  3.091  3.140  1.015
O  2.290  3.226  1.770  -0.333
O  2.467  1.854  3.791  -0.480
F  4.337  3.087  3.019  -0.382
N  0.797  -5.265  3.517  -0.510
S  -0.071  -5.865  2.282  0.902
O  0.083  -5.258  0.979  -0.430
O  -1.363  -6.305  2.629  -0.573
F  0.710  -7.235  2.150  -0.297
S  0.036  -3.877  3.709  0.898
O  -1.225  -3.990  4.358  -0.569
O  0.158  -2.932  2.637  -0.190
F  0.923  -3.241  4.853  -0.293
N  -0.448  -0.875  -3.712  -0.105
S  0.918  -1.832  -3.776  0.538
O  1.603  -1.898  -5.000  -0.488
O  0.839  -2.927  -2.846  -0.558
F  1.782  -0.808  -2.922  -0.252
S  -1.343  -1.782  -4.679  0.708
O  -1.714  -3.042  -4.133  -0.347
O  -1.140  -1.605  -6.065  -0.549
F  -2.676  -0.896  -4.422  -0.349
N  -0.352  0.064  -0.676  0.686
S  0.413  0.657  0.731  0.188
O  1.306  -0.219  1.389  -0.548
O  -0.435  1.461  1.516  -0.207
F  1.378  1.596  -0.069  0.067
S  -0.800  -1.349  -0.077  0.048
O  -1.654  -1.308  1.041  -0.415
O  0.117  -2.443  -0.244  0.635
F  -1.847  -1.621  -1.273  -0.473
C  -0.317  0.305  4.489  0.531
C  -1.551  -0.509  4.147  0.607
O  -2.094  -0.920  5.405  -0.414
C  -1.256  -0.525  6.387  0.587
O  -1.455  -0.643  7.552  -0.568
O  -0.112  0.019  5.882  -0.409
H  -0.401  1.354  4.223  -0.236
H  0.519  -0.182  3.994  0.122
H  -1.191  -1.359  3.543  -0.457
H  -2.363  -0.021  3.610  0.175
C  -4.707  -5.306  -1.252  -1.164
C  -3.864  -4.208  -1.868  -0.408
O  -2.441  -4.307  -1.592  0.080
C  -1.701  -5.281  -2.002  0.679
O  -0.520  -5.377  -1.675  -0.561
O  -2.276  -6.083  -2.849  -0.368
C  -1.608  -7.194  -3.417  -0.777
H  -4.593  -6.215  -1.838  0.300
H  -5.726  -4.927  -1.294  0.401
H  -4.364  -5.523  -0.242  0.316
H  -4.101  -3.227  -1.459  0.294
H  -3.980  -4.051  -2.942  0.386
H  -1.203  -7.882  -2.673  0.310
H  -0.793  -6.852  -4.055  0.304
H  -2.318  -7.764  -4.007  0.274
C  5.417  2.159  -1.522  -1.572
C  3.988  1.867  -1.874  0.679
O  3.517  3.007  -2.638  -0.294
C  2.260  3.046  -3.001  0.455
O  1.470  2.117  -2.919  -0.554
O  1.916  4.165  -3.593  -0.277
C  2.625  5.362  -3.269  -0.680
H  5.983  2.213  -2.461  0.404
H  5.935  1.342  -1.021  0.385
H  5.646  3.097  -1.022  0.355
H  3.335  1.577  -1.060  -0.164
H  3.947  1.016  -2.562  0.139
H  2.812  5.440  -2.198  0.236
H  2.117  6.257  -3.608  0.291
H  3.615  5.348  -3.728  0.315
C  0.314  6.372  -0.706  -1.513
C  0.466  5.008  -0.092  1.051
O  -0.856  4.518  0.208  -0.121
C  -1.450  3.753  -0.663  0.800
O  -0.923  3.344  -1.695  -0.698
O  -2.692  3.507  -0.338  -0.354
C  -3.085  3.472  1.040  -0.286
H  1.276  6.862  -0.902  0.447
H  -0.294  7.031  -0.092  0.339
H  -0.029  6.342  -1.747  0.383
H  1.139  4.922  0.752  0.260
H  0.999  4.331  -0.770  -0.813
H  -3.934  2.823  1.210  0.309
H  -3.129  4.469  1.475  0.293
H  -2.280  3.032  1.638  -0.038

Computed properties:
E, Ha: -8253.887588

***

# 3
Formula: C15H28F6N3O2SbW
Source: OMol25
Level of theory: wB97M-V/def2-TZVPD

Each line ends with the Mulliken charge.
Geometry (Å):
W  -0.326  0.119  0.295  2.121
C  2.579  1.152  -2.161  -1.589
C  1.980  1.373  -0.816  0.670
C  2.584  0.859  0.337  -0.444
C  2.058  1.114  1.608  0.138
C  2.759  0.652  2.840  -1.331
C  0.852  1.851  1.699  -0.878
C  0.313  2.532  0.575  0.444
C  -0.769  3.554  0.710  -1.482
C  0.801  2.156  -0.676  -0.431
H  1.907  1.424  -2.975  0.464
H  2.963  0.138  -2.289  0.469
H  3.451  1.813  -2.250  0.412
H  3.508  0.298  0.245  0.842
H  2.083  0.502  3.683  0.504
H  3.449  1.449  3.146  0.367
H  3.374  -0.233  2.671  0.482
H  0.462  2.079  2.685  0.827
H  -1.434  3.566  -0.152  0.287
H  -0.293  4.539  0.769  0.398
H  -1.340  3.447  1.633  0.436
H  0.338  2.575  -1.564  0.373
N  0.914  -1.486  1.324  -0.965
C  1.867  -2.436  0.610  -0.456
C  1.201  -3.370  -0.389  -0.652
C  1.066  -2.869  -1.827  -0.668
C  -0.174  -2.071  -2.170  -0.547
N  -0.097  -0.612  -1.766  -0.576
H  1.438  -1.145  2.127  0.200
H  0.211  -2.100  1.741  0.434
H  2.339  -3.023  1.399  0.548
H  2.643  -1.836  0.135  0.214
H  0.233  -3.708  -0.006  0.199
H  1.823  -4.266  -0.411  0.491
H  1.050  -3.741  -2.482  0.403
H  1.967  -2.316  -2.124  0.249
H  -1.073  -2.485  -1.719  0.260
H  -0.323  -2.060  -3.250  0.623
H  -0.898  -0.169  -2.240  0.270
H  0.708  -0.223  -2.256  0.250
N  -1.794  0.510  1.993  -0.637
C  -2.832  -0.549  2.129  -0.629
C  -2.688  -1.580  1.038  0.408
O  -3.342  -2.500  0.774  -0.332
O  -1.459  -1.302  0.296  0.110
H  -1.412  0.721  2.912  0.335
H  -2.276  1.360  1.693  0.288
H  -3.837  -0.131  2.059  0.407
H  -2.744  -1.064  3.087  0.425
F  -1.790  1.114  -0.530  -0.213
Sb  -3.695  1.089  -2.026  2.190
F  -4.417  1.001  -0.300  -0.558
F  -3.258  -0.724  -1.770  -0.584
F  -5.112  1.052  -3.169  -0.416
F  -2.155  1.056  -3.123  -0.632
F  -3.384  2.900  -1.774  -0.519

Computed properties:
Total charge: +3
Spin multiplicity: 2
Energy relative to the best compared isomer or geometry (same formula, charge and spin), kcal per mole: 5.3

***

What is the formula in the third record?
C15H28F6N3O2SbW